Here is C24H49BCl9FILi2N3NaO11PSi as an isolated structure in a non-equilibrium geometry from the OMol25 dataset. Energies are from ωB97M-V with the def2-TZVPD basis set.

Calculated values
F_max = 0.04550 Eh/bohr
M = 1127.39 g/mol
LUMO energy = -4.5 eV
Kohn-Sham gap = 2.3 eV
charge = 0
DFT total energy = -198851.033 eV

```
104
Properties=species:S:1:pos:R:3:lowdin_charge:R:1
C 7.35310 -1.51433 1.59971 -0.077
C 6.06346 -0.90702 0.99463 -0.215
C 6.05882 -1.09240 -0.51809 -0.195
O 4.87989 -0.54196 -1.09869 -0.142
C 3.82276 -1.44910 -1.15249 -0.251
C 2.65453 -0.98667 -2.01786 -0.345
P 3.27337 -1.17668 -3.78142 0.803
O 4.72752 -0.97807 -3.94506 -0.384
C 1.60731 -2.16507 -1.83986 -0.223
C 0.13422 -1.89609 -2.19118 -0.422
Si -0.40926 -2.24559 -4.01535 0.583
C 0.00449 -0.98260 -5.33792 -0.159
C 0.43024 -3.88947 -4.50530 -0.160
C -2.24025 -2.64959 -4.21324 -0.176
N -0.40218 -0.65181 -1.54580 -0.400
I -0.36216 -1.14253 0.63784 1.259
C -1.84897 -0.53733 -1.74835 -0.714
Cl -2.81812 -1.86353 -1.08295 0.709
C -2.59960 0.42546 -2.31555 -0.662
C -4.08786 0.35713 -2.40972 -0.110
Cl -1.93444 1.87477 -2.98143 0.832
C 0.47047 0.48428 -1.85405 -0.166
C 2.00848 0.40367 -1.69277 -0.278
N 2.43155 1.47433 -2.57350 -0.029
C 3.80275 1.96492 -2.58551 -0.238
C 3.79975 3.51315 -2.72279 -0.059
B 2.32544 0.95755 -0.18037 -0.613
O 2.59662 0.10312 0.89988 0.046
N 2.20609 2.36916 0.06617 -0.075
C 3.37223 2.85684 0.85863 -0.054
C 0.98592 2.53058 0.91659 -0.135
H 8.00197 -0.71574 1.94298 0.074
H 7.10102 -2.17412 2.42221 0.071
H 7.88440 -2.06297 0.82490 0.069
H 6.04511 0.16463 1.18758 0.112
H 5.16765 -1.34061 1.44006 0.102
H 6.18491 -2.14012 -0.80202 0.129
H 6.88995 -0.53336 -0.94368 0.140
H 3.50382 -1.70940 -0.13865 0.121
H 4.18449 -2.40131 -1.58284 0.136
H 2.96337 -2.49583 -4.19925 0.032
H 2.58619 -0.31137 -4.65159 0.019
H 1.96489 -2.98965 -2.46095 0.073
H 1.74181 -2.53498 -0.81778 0.073
H -0.39109 -2.67634 -1.62419 -0.034
H 0.50739 -0.06266 -5.05291 0.004
H 0.62777 -1.44998 -6.10074 0.043
H -0.91076 -0.69890 -5.85653 0.047
H 0.72042 -4.46968 -3.61969 0.017
H 1.27663 -3.74223 -5.16778 0.029
H -0.28493 -4.52580 -5.02274 0.042
H -2.85831 -1.75678 -4.19871 0.022
H -2.39392 -3.18342 -5.14843 0.052
H -2.56817 -3.32057 -3.41927 0.016
H -4.46736 1.30958 -2.76598 0.083
H -4.39983 -0.41191 -3.11124 0.088
H -4.51428 0.20645 -1.42588 0.083
H 0.30448 0.72633 -2.90296 0.084
H 0.12205 1.36347 -1.31844 0.107
H 2.07806 1.40270 -3.51700 0.097
H 4.31377 1.61323 -3.48342 0.099
H 4.45542 1.73554 -1.75427 0.102
H 2.82783 3.88258 -3.03199 0.074
H 4.62209 3.87029 -3.33608 0.069
H 3.96050 3.92903 -1.72837 0.053
H 3.56364 0.02441 0.97454 0.084
H 4.27316 2.35695 0.48658 0.075
H 3.48359 3.92796 0.72344 0.094
H 3.24975 2.60949 1.91252 0.079
H 0.66179 1.58395 1.35643 0.030
H 0.14707 2.87085 0.29130 0.082
H 1.11062 3.29388 1.74053 -0.086
Cl 0.88777 3.69191 3.69340 -0.133
F -2.00762 3.44536 3.71686 -0.675
Na -1.36216 4.75293 2.59700 0.425
C -2.27588 1.69107 5.77269 -0.035
C -2.62676 0.40585 6.46705 -0.295
C -3.31530 -0.58512 5.58568 -0.099
O -4.10282 -1.35173 6.53038 0.074
C -4.35279 -0.55604 7.55005 -0.621
O -5.15522 -0.81072 8.43472 0.024
O -3.63605 0.56874 7.52136 0.095
H -3.16796 2.22311 5.44962 0.092
H -1.73407 2.36326 6.43572 0.095
H -1.65568 1.50341 4.89911 0.081
H -1.73173 -0.02628 6.92722 0.156
H -2.61326 -1.22751 5.06244 0.147
H -3.99014 -0.13201 4.86095 0.061
Li -4.33545 -0.51157 10.31095 0.904
C -6.69395 -0.93112 3.05714 -2.003
Cl -6.42746 -0.42533 4.73435 0.585
Cl -7.00366 -2.66179 2.96205 0.409
Cl -8.02763 0.02350 2.36725 0.511
Cl -5.20123 -0.58043 2.16635 0.486
O -6.16749 6.94105 0.63822 -0.385
Cl -4.88905 7.53517 0.94492 0.617
O -3.96636 6.49273 1.35681 -0.416
O -5.03493 8.49089 2.01581 -0.381
O -4.36147 8.19276 -0.22972 -0.394
Cl -5.55818 -4.93994 2.73211 -0.535
O -7.05966 -7.01635 0.51736 -0.129
H -6.57205 -6.55981 1.22645 -0.105
H -7.69681 -7.56056 0.98822 0.014
Li -0.20807 -4.25420 -1.07639 0.794
```